Entry from the OMol25 dataset: a structure of composition C28H52Cl2GeNO5PPtSi3 (ωB97M-V/def2-TZVPD).

As for the spin multiplicity: 6. The LUMO energy (spin up / spin down) comes out at -2.203 / -5.182 eV. The value obtained for the energy above the lowest of the compared OMol25 structures with the same formula, charge and spin is 0.0 kcal/mol. The calculation puts the HOMO-LUMO gap (spin up / spin down) at 6.0 / 6.0 eV. The calculation puts the total energy at -159332.3397 eV. Its total charge is +1. Its expectation value of S² is 8.79. Its molar mass is 936.55 g mol⁻¹.

XYZ file:
```
94
Properties=species:S:1:pos:R:3:forces:R:3
Pt -0.934 -0.945 0.609 0.026 0.022 0.022
Ge 1.480 -1.796 0.253 -0.051 -0.007 -0.045
Cl 5.228 -2.068 0.785 0.014 0.000 0.007
Cl 7.291 2.804 -0.017 0.001 -0.007 -0.001
P -1.923 0.976 -0.213 0.125 -0.020 0.018
Si 2.258 -2.156 -2.030 0.026 0.022 0.000
Si 1.728 -3.379 2.104 0.017 -0.020 0.007
Si -2.618 -3.478 -0.621 0.001 -0.018 -0.015
O -1.895 2.076 0.924 0.002 -0.007 0.008
O 1.179 1.464 -0.188 -0.024 0.067 0.040
O -3.455 0.828 -0.640 -0.011 -0.011 0.007
O -1.366 1.717 -1.487 -0.131 -0.053 -0.064
O 2.721 -0.554 0.970 0.000 -0.007 0.012
N -0.661 -0.165 2.622 0.020 0.037 -0.046
C -4.134 -4.568 -0.477 -0.002 0.004 0.004
C -1.468 -0.522 3.626 -0.002 -0.018 0.005
C 2.699 -4.841 1.456 0.004 0.011 -0.002
C -0.654 1.026 -2.538 0.028 0.066 0.030
C 3.306 -3.701 -2.060 0.003 -0.011 0.013
C 3.720 0.150 0.531 0.003 0.003 0.001
C 0.812 -2.394 -3.188 -0.011 -0.003 -0.004
C -2.173 3.475 0.645 0.001 -0.008 -0.001
C -2.464 -2.417 0.915 0.011 0.017 0.024
C -2.466 4.152 1.959 0.002 0.008 -0.002
C 2.237 2.126 -0.108 0.008 -0.067 0.005
C 3.223 -0.635 -2.537 -0.018 0.008 -0.002
C 2.624 -2.432 3.442 0.004 0.003 0.003
C -1.317 -0.013 4.901 0.008 -0.006 -0.001
C 3.517 1.585 0.173 -0.009 0.029 -0.005
C 5.916 1.813 0.140 -0.012 0.019 -0.002
C 0.111 -3.987 2.813 -0.010 0.008 0.012
C 0.532 1.266 4.093 0.001 -0.006 0.005
C -0.296 0.896 5.140 0.003 0.003 0.002
C -0.008 2.064 -3.416 0.041 0.001 -0.002
C 4.662 2.384 0.092 0.017 -0.006 -0.004
C -5.533 1.514 0.368 0.008 0.004 -0.002
C -4.463 0.450 0.325 0.001 0.016 -0.003
C -2.794 -2.370 -2.121 -0.001 -0.020 -0.007
C 0.319 0.718 2.841 -0.010 0.020 0.014
C 5.037 -0.376 0.507 0.011 0.015 0.003
C -1.104 -4.583 -0.782 -0.010 0.013 -0.006
C 6.140 0.399 0.291 0.009 -0.019 -0.001
H -0.470 -3.166 3.236 -0.010 -0.011 0.006
H 0.342 -4.681 3.626 0.004 -0.005 -0.003
H 2.137 -5.376 0.688 -0.004 0.001 0.003
H 0.686 2.669 -2.831 -0.003 -0.011 0.003
H -4.005 0.316 1.308 0.002 -0.004 -0.002
H -0.755 2.717 -3.865 -0.006 -0.003 0.000
H -1.369 0.415 -3.094 0.002 0.006 -0.003
H -3.348 3.721 2.432 -0.001 0.000 0.000
H -3.018 3.539 -0.044 -0.002 0.005 0.002
H -1.989 -0.328 5.686 -0.001 0.001 0.001
H -4.867 -0.509 -0.002 -0.007 0.001 0.004
H 1.339 1.971 4.235 0.000 0.001 0.000
H 3.639 -3.885 -3.085 0.006 -0.002 -0.001
H -2.246 -1.234 3.384 -0.003 0.004 -0.001
H 3.619 -2.118 3.131 -0.015 0.002 0.007
H 2.734 -4.573 -1.737 0.004 -0.002 -0.006
H -1.294 3.891 0.154 0.000 -0.003 -0.001
H 4.190 -3.617 -1.427 -0.007 0.002 -0.008
H -2.648 5.215 1.794 -0.001 0.000 0.001
H -0.505 -4.517 2.087 -0.004 0.007 -0.009
H -5.043 -3.970 -0.384 0.000 -0.001 0.000
H 2.061 -1.542 3.732 0.003 -0.004 0.002
H 2.220 3.217 -0.272 0.001 -0.002 -0.008
H -4.243 -5.201 -1.360 0.004 0.000 0.000
H -1.081 -5.330 0.015 -0.012 -0.005 -0.002
H -5.126 2.460 0.725 -0.001 0.000 0.003
H 0.096 0.389 -2.067 -0.003 -0.037 0.000
H -4.072 -5.221 0.396 -0.003 0.000 0.000
H -1.620 4.049 2.638 0.000 0.000 0.001
H 4.570 3.450 -0.073 -0.004 0.000 0.000
H -0.152 1.309 6.129 0.000 0.000 0.000
H 0.242 -3.295 -2.962 -0.014 -0.007 0.006
H 2.721 -3.070 4.325 0.001 -0.003 0.001
H 4.203 -0.589 -2.061 -0.001 0.001 -0.002
H -3.393 -1.893 1.148 -0.017 -0.011 0.001
H 3.656 -4.540 1.029 0.007 -0.013 -0.006
H -0.166 -4.020 -0.739 0.004 0.008 0.000
H -1.122 -5.124 -1.731 0.009 0.002 -0.001
H 2.895 -5.541 2.273 0.002 0.002 0.005
H 0.548 1.573 -4.216 -0.005 0.001 -0.007
H -5.957 1.669 -0.623 -0.001 -0.001 0.000
H -3.667 -1.720 -2.028 0.003 -0.001 0.000
H 3.383 -0.662 -3.618 -0.003 -0.008 -0.002
H 7.138 -0.007 0.266 0.002 0.004 0.003
H 0.923 0.978 1.981 -0.017 -0.010 0.010
H -1.918 -1.728 -2.242 0.021 0.010 -0.008
H 0.127 -1.548 -3.187 -0.015 0.017 -0.011
H -2.906 -2.955 -3.037 -0.003 0.005 0.000
H -6.333 1.209 1.043 0.000 -0.002 0.000
H 1.209 -2.497 -4.202 0.001 -0.013 0.002
H 2.680 0.284 -2.301 0.003 0.002 -0.004
H -2.173 -3.001 1.791 -0.010 -0.005 -0.003
```
Forces are in eV/Å.

=====

Entry from the OMol25 dataset: an isolated molecule of C4H4N2O2 (ωB97M-V/def2-TZVPD).

The LUMO energy comes out at -0.946 eV. The value obtained for the energy above the lowest of the compared OMol25 structures with the same formula, charge and spin is 108.5 kcal/mol. The calculation puts the HOMO-LUMO gap at 9.5 eV. The calculation puts the total energy at -11283.8336 eV. Its total charge is 0. Its molar mass is 112.09 g mol⁻¹. Its SMILES is CC(=O)c1ncno1.

XYZ file:
```
12
Properties=species:S:1:pos:R:3:forces:R:3
O -1.805 -1.441 -0.050 1.292 -0.976 -0.658
O 0.805 0.674 -0.272 2.145 0.209 1.674
N 1.297 -1.475 -0.072 0.470 0.947 0.889
N 2.195 0.620 0.009 -0.971 -0.846 -1.069
C 2.490 -0.666 0.065 -5.840 2.526 -0.848
C -1.060 -0.476 -0.152 -6.249 -1.595 1.765
C 0.325 -0.574 -0.142 6.138 0.446 -1.257
C -1.863 0.795 0.040 2.918 3.266 0.719
H -2.884 0.418 -0.240 0.964 1.421 -0.010
H -1.848 1.101 1.248 0.050 -0.849 -3.300
H -1.163 1.757 -0.567 -3.128 -2.663 1.726
H 3.511 -0.732 0.134 2.211 -1.885 0.369
```
Forces are in eV/Å.

=====

Entry from the OMol25 dataset: a structure of composition C35H38MoNSSb2Si (ωB97M-V/def2-TZVPD).

As for the spin multiplicity: 3. The LUMO energy (spin up / spin down) comes out at -10.780 / -11.246 eV. The value obtained for the energy above the lowest of the compared OMol25 structures with the same formula, charge and spin is 0.0 kcal/mol. The calculation puts the HOMO-LUMO gap (spin up / spin down) at 5.8 / 5.6 eV. The calculation puts the total energy at -72018.1330 eV. Its total charge is +3. Its expectation value of S² is 2.03. Its molar mass is 872.31 g mol⁻¹.

XYZ file:
```
79
Properties=species:S:1:pos:R:3:forces:R:3
Sb -1.651 0.167 0.101 0.015 0.186 -0.026
Sb 0.328 -1.135 -1.963 0.216 0.249 0.299
Mo 1.163 -0.302 0.374 0.363 -0.271 -0.192
S 1.136 1.920 -0.455 0.201 0.040 0.170
Si 3.552 4.552 -0.703 -0.100 -0.200 -0.023
N 3.140 0.414 0.098 -0.003 -0.047 0.105
C 3.881 2.679 -0.328 -0.005 -0.059 0.018
C -3.567 1.528 3.694 -0.001 0.007 -0.015
C 4.401 -0.016 0.306 -0.015 0.093 -0.037
C -0.399 -2.998 3.467 0.029 -0.024 0.032
C 0.920 -3.411 3.713 -0.097 -0.024 0.047
C -1.392 2.557 3.762 0.022 0.024 0.020
C 0.251 -4.059 -1.453 -0.014 -0.003 -0.081
C -1.059 1.963 2.554 0.032 0.135 -0.068
C 2.476 5.173 0.679 0.037 0.044 0.162
C -3.793 -3.609 -0.386 0.007 0.028 0.001
C -3.096 -1.323 -0.132 -0.121 -0.101 -0.101
C -1.044 -5.649 -2.700 -0.054 -0.048 -0.053
C -1.110 -3.344 -3.354 0.064 0.042 0.069
C 2.691 4.639 -2.347 0.047 0.045 -0.127
C -2.069 1.382 -1.599 -0.071 0.024 -0.129
C -1.518 -4.650 -3.546 0.046 -0.034 0.057
C -1.994 1.150 1.926 -0.240 -0.079 0.056
C -2.782 -2.679 -0.189 -0.033 0.007 0.101
C -4.416 -0.896 -0.298 -0.073 -0.079 0.006
C -3.246 0.915 2.491 -0.021 0.022 0.116
C 1.980 -2.839 3.044 0.107 0.141 -0.095
C 1.705 -1.838 2.105 -0.006 -0.182 0.155
C 5.450 0.862 0.193 -0.048 0.002 -0.037
C 5.217 5.353 -0.737 0.155 0.188 0.013
C -0.614 0.137 -3.358 -0.063 0.150 -0.018
C -2.018 0.571 -2.892 0.072 0.042 -0.154
C 5.176 2.196 -0.117 0.070 0.021 0.010
C 0.393 -1.448 1.834 -0.207 0.207 0.105
C -5.420 -1.835 -0.488 0.009 0.052 -0.011
C -5.107 -3.187 -0.531 -0.008 -0.060 -0.020
C -2.642 2.343 4.330 -0.036 -0.011 -0.012
C -0.164 -5.361 -1.659 0.030 0.043 0.014
C -0.230 -3.045 -2.299 -0.147 -0.613 -0.299
C 2.902 1.706 -0.214 -0.168 0.123 -0.114
C -0.675 -2.017 2.539 0.149 -0.061 0.081
H 0.940 -3.837 -0.645 0.004 0.029 -0.011
H -1.762 -3.025 -0.078 -0.028 0.028 0.100
H 5.858 4.988 -1.542 -0.045 -0.042 -0.006
H -4.687 0.154 -0.269 0.038 0.018 -0.010
H -2.193 -4.899 -4.353 0.001 0.021 -0.003
H -5.893 -3.916 -0.680 -0.001 0.007 0.009
H -3.557 -4.665 -0.422 0.013 0.006 0.009
H -3.979 0.269 2.023 0.051 -0.005 -0.015
H -0.097 2.184 2.109 0.007 -0.077 -0.011
H -1.399 2.240 -1.618 0.018 0.001 0.010
H 3.323 4.241 -3.143 -0.025 0.013 -0.016
H 2.589 -1.345 1.660 0.000 -0.067 -0.055
H 2.958 5.007 1.645 -0.041 0.027 0.007
H 1.731 4.120 -2.373 -0.001 -0.008 0.042
H -1.475 -2.569 -4.018 0.003 -0.012 0.013
H 5.760 5.255 0.206 -0.037 -0.017 0.011
H 0.204 -6.157 -1.026 -0.003 0.007 0.006
H 4.534 -1.063 0.545 0.041 0.002 0.000
H -2.899 2.818 5.267 0.021 -0.002 0.006
H 2.324 6.249 0.573 0.010 -0.002 -0.010
H 6.463 0.519 0.344 -0.004 0.001 0.008
H -3.078 1.764 -1.432 -0.010 -0.004 -0.007
H -0.662 -0.406 -4.302 0.004 0.022 -0.001
H 3.000 -3.125 3.262 -0.004 -0.009 0.003
H 0.070 0.979 -3.472 -0.089 0.056 -0.020
H -6.446 -1.511 -0.601 0.008 0.009 -0.008
H 5.089 6.425 -0.905 -0.016 -0.016 -0.006
H -2.412 1.189 -3.704 -0.027 0.031 0.031
H -0.676 3.199 4.258 0.000 -0.002 -0.014
H -4.546 1.370 4.128 0.013 -0.012 0.014
H 6.009 2.884 -0.197 0.008 -0.008 0.006
H 1.488 4.710 0.702 0.013 -0.027 -0.028
H -1.697 -1.698 2.393 -0.051 0.009 -0.065
H 2.494 5.689 -2.580 -0.003 -0.016 -0.034
H -1.206 -3.455 4.024 -0.007 0.020 -0.010
H -2.679 -0.298 -2.834 -0.012 0.008 0.045
H -1.358 -6.673 -2.862 0.010 0.003 0.004
H 1.107 -4.173 4.458 0.004 -0.010 -0.018
```
Forces are in eV/Å.

=====

Entry from the OMol25 dataset: a cluster of 2 separate species, C3H7NO in total (ωB97M-V/def2-TZVPD).

The LUMO energy comes out at 0.975 eV. The value obtained for the energy above the lowest of the compared OMol25 structures with the same formula, charge and spin is 66.4 kcal/mol. The calculation puts the HOMO-LUMO gap at 10.5 eV. The calculation puts the total energy at -6759.8697 eV. Its total charge is 0. Its molar mass is 73.09 g mol⁻¹. Its SMILES is C=NC.C=O.

XYZ file:
```
12
Properties=species:S:1:pos:R:3:forces:R:3
O -4.465 -0.449 3.950 0.165 0.261 0.788
N 1.916 1.189 -1.265 0.178 0.545 -0.141
C 1.935 0.296 -2.398 -0.140 -0.003 -1.120
C -4.542 -1.122 2.973 -0.488 0.009 -1.086
C 2.671 0.961 -0.290 -0.499 -0.541 0.717
H -3.941 -0.908 2.068 0.192 -0.130 0.102
H 1.432 -0.673 -2.338 0.137 -0.052 0.735
H -5.301 -1.918 2.852 0.131 -0.140 0.197
H 1.425 0.772 -3.240 0.027 0.186 0.144
H 3.134 -0.012 -0.080 0.407 0.110 -0.395
H 2.770 1.702 0.500 -0.137 0.052 0.001
H 2.965 0.161 -2.732 0.026 -0.298 0.060
```
Forces are in eV/Å.